Record 1
{
  "formula": "C35H46N6NiO3P2",
  "method": "ωB97M-V/def2-TZVPD",
  "species": ["C", "H", "H", "C", "H", "O", "C", "C", "H", "H", "C", "H", "N", "H", "H", "H", "H", "H", "H", "C", "H", "C", "N", "H", "C", "H", "H", "H", "H", "O", "C", "H", "H", "H", "N", "H", "C", "C", "C", "C", "H", "H", "H", "H", "H", "C", "H", "H", "O", "H", "C", "N", "P", "P", "C", "C", "N", "C", "C", "C", "H", "C", "C", "H", "Ni", "C", "C", "C", "C", "C", "H", "C", "C", "H", "H", "H", "H", "C", "H", "C", "H", "C", "N", "H", "H", "C", "H", "C", "H", "H", "H", "H", "C"],
  "positions_angstrom": [[-0.9186, 1.5486, 2.9627], [-1.6544, 3.5423, -2.4612], [-2.0323, 4.1234, -5.0941], [3.8921, 0.0930, -5.9473], [-1.6329, -0.0299, 10.2207], [2.1887, 1.7471, 4.9220], [-4.7224, -2.6913, -5.4729], [-0.7396, -0.5625, 9.8389], [1.1442, 2.3540, 0.8817], [1.5877, -1.3229, 5.5842], [-1.2315, 0.5460, 2.0505], [0.1829, -0.0695, 10.2026], [3.0669, -0.4540, -4.9712], [2.1026, 3.0366, 2.1782], [-0.7416, -1.5899, 10.2617], [-3.8852, 0.4679, -6.1013], [5.4386, 1.6405, -5.8546], [-0.5310, 1.4810, 0.2446], [2.4675, -1.8975, -8.1294], [-0.7405, -0.8162, -6.4224], [3.8555, -0.2660, -6.9638], [1.6794, -1.4315, 4.4987], [0.2440, 0.6484, 5.1819], [-2.1043, -0.0647, 2.2695], [-0.7708, 0.2807, 6.0119], [-0.8613, -1.8128, -6.8566], [1.2229, -0.6333, -7.3808], [-3.5439, 0.0052, 8.2407], [-1.5851, 1.6727, 3.8142], [-1.6338, -0.4634, 5.5717], [3.0483, -4.0240, -7.8003], [3.2591, -5.8499, -6.5035], [2.2420, -4.2089, -4.5819], [2.7201, 0.8969, 2.9696], [-3.0692, -1.2281, -5.0597], [-1.3310, -0.1152, -7.0238], [1.2643, 1.4428, 5.6454], [1.8472, 0.9192, 2.3214], [-0.7090, 0.4715, 0.6253], [2.9749, -4.8125, -6.6111], [2.1120, 2.4652, 7.2178], [4.7496, 1.7699, -3.2239], [-2.0196, 2.4870, 7.2225], [-2.8980, -3.2222, -4.2809], [-1.4881, 0.0374, -0.0098], [0.5699, -0.3900, 0.4869], [-1.8620, 1.7847, -6.4309], [2.7836, -0.0874, -2.8743], [0.5258, 1.9749, 8.9875], [0.2793, -1.4444, 0.4272], [-3.4282, 0.9102, 7.6115], [1.3131, 1.8791, 6.9253], [1.6485, -1.4573, -5.1474], [-1.4209, -0.7778, -4.6998], [1.3235, 2.2990, 1.9590], [-0.7627, -0.6599, 8.3088], [2.2095, -2.7494, -6.1566], [-0.8127, 0.6832, 7.5012], [-1.8579, 3.1456, -4.6660], [0.3905, 1.5476, 7.8492], [-5.9529, -1.2091, -6.6332], [-2.0632, 1.5560, 7.8312], [-1.4615, 1.4880, -3.1873], [-0.4623, 3.5238, 2.2257], [0.3079, -0.2305, 3.5025], [2.5801, -2.7686, -7.5026], [4.3165, 1.1244, -3.9753], [-1.6596, 2.8415, -3.2842], [0.7481, -0.4449, -6.4109], [2.4616, -4.0140, -5.6215], [2.7108, -1.2003, 4.2031], [1.5349, -0.2547, 1.6438], [-4.0218, -0.5658, -5.8257], [1.0764, -0.1538, -0.4615], [-3.5870, 0.6601, 6.5456], [-4.2133, 1.6373, 7.9098], [-2.0225, 1.8635, 8.8999], [-5.0504, -1.4421, -6.0842], [0.1463, -1.2277, 8.0043], [-3.5061, -2.5362, -4.8523], [-1.6394, -1.2832, 8.0344], [0.0453, 2.6926, 2.7388], [-1.5278, 0.9362, -4.4681], [0.3366, 3.0702, 3.7248], [-5.3225, -3.5904, -5.4738], [4.6747, 1.0584, -5.3569], [1.4738, -2.4805, 4.2482], [3.3311, 0.1903, -3.7630], [-1.2755, 0.8476, -2.3376], [3.3992, -4.3485, -8.7704], [2.2023, -1.1031, 1.7840], [0.8531, 0.6209, -6.1889], [-1.7769, 1.9711, -5.3715]],
  "mulliken_charge": [-0.487, 0.451, 0.434, -0.159, 0.267, -0.647, -0.498, -1.251, 0.376, 0.242, -0.530, 0.264, 0.307, 0.417, 0.426, 0.336, 0.429, 0.171, 0.350, -1.055, 0.273, -1.248, 0.902, 0.654, -0.640, 0.475, 0.479, 0.252, 0.829, -0.659, -0.648, 0.405, 0.398, 0.526, 0.359, 0.428, -0.102, -0.354, -0.816, -0.597, 0.350, 0.411, 0.409, 0.357, 0.516, -0.302, 0.464, 0.321, -0.697, 0.468, -1.174, 0.043, -0.190, -0.349, -1.128, -0.876, 0.450, 2.538, -0.940, -0.322, 0.415, -0.980, -0.403, 0.454, -0.213, -0.249, -0.535, -0.350, -0.824, -0.380, 0.309, -0.082, -0.127, -0.186, 0.233, 0.427, 0.455, -0.623, 0.316, -0.456, 0.422, -0.860, 0.534, 0.410, 0.411, -0.623, 0.344, -0.387, 0.258, 0.427, 0.562, 0.507, -0.307],
  "multiplicity": 3,
  "energy_ha": -4106.5131,
  "de_lowest_kcal_mol": 0.0,
  "s_squared": 2.01,
  "molar_mass_g_mol": 719.43,
  "gap_ha": [0.281, 0.295]
}

Record 2
{
  "formula": "C35H46NO7PSSiTe4Y",
  "method": "ωB97M-V/def2-TZVPD",
  "species": ["C", "C", "C", "H", "C", "C", "H", "H", "H", "H", "H", "H", "C", "H", "H", "C", "Si", "C", "C", "C", "H", "H", "H", "H", "C", "C", "H", "C", "H", "O", "H", "C", "C", "H", "H", "C", "H", "H", "Te", "C", "O", "S", "H", "C", "O", "C", "C", "C", "C", "O", "H", "H", "H", "C", "C", "H", "H", "H", "C", "H", "H", "H", "C", "H", "Te", "H", "N", "H", "C", "H", "H", "H", "H", "O", "H", "C", "C", "Te", "H", "C", "C", "C", "C", "H", "H", "P", "O", "H", "H", "O", "C", "H", "Te", "H", "Y", "C", "H"],
  "positions_angstrom": [[4.3775, -1.4766, -2.1255], [-2.3214, 2.3987, -3.8718], [-5.0195, 2.7635, -0.0719], [-0.0920, 7.4002, -1.4494], [-1.6149, 1.9029, 4.2508], [2.3937, -3.3871, -2.5092], [1.4752, -2.5888, -0.7516], [2.3138, 5.8105, -0.3457], [1.6016, -4.1109, -2.6511], [-0.6173, 4.6500, 5.9051], [-0.3732, 3.3454, -5.5718], [5.4915, -2.3501, 0.1172], [3.8397, 2.9588, -1.7958], [3.3710, 3.4627, -2.6315], [-0.9260, 7.6727, 0.0872], [-4.1718, 5.1001, 0.2233], [-1.2198, 3.5419, -0.7768], [3.3244, -1.5799, -1.2185], [4.1123, -0.8295, 2.8102], [0.5050, 3.5870, 4.4401], [6.9843, -3.2208, 1.8647], [5.2570, 4.5274, -1.4250], [-4.0053, 3.3731, 2.3873], [5.1384, -0.7158, -1.9908], [3.3615, 1.7224, -1.3919], [-3.8025, 3.6176, 0.2528], [-4.9326, 5.3263, 0.9745], [5.3451, -2.0465, 1.1451], [-0.9841, 5.5623, -3.4313], [-0.5775, 0.6675, 2.6546], [3.2964, -0.1686, 3.0781], [2.3253, -2.5276, -1.4216], [4.4394, -2.3323, -3.2144], [-5.3984, 3.0200, -1.0626], [-2.5955, 4.9866, -2.9801], [-0.0100, 7.2902, -0.3667], [-2.5736, 3.0654, 5.7391], [0.3769, 4.5895, 1.7471], [-3.3335, -2.3238, -2.0071], [-0.5961, 3.8086, 5.2251], [-0.9894, 5.1516, -0.4727], [1.9951, 2.2093, 2.6074], [4.7967, -1.0364, 4.8271], [1.4256, 5.2614, -0.6677], [-0.6396, -0.2648, -2.0582], [3.9481, 1.0624, -0.3094], [0.1746, 5.8222, -0.0013], [4.3061, -1.1791, 1.4740], [0.5761, 2.5091, 3.5360], [-0.7033, 3.1795, -2.2790], [-2.1278, 5.0510, -4.6899], [0.3533, 2.2216, -4.4025], [5.2554, -2.2454, -3.9214], [5.9970, -2.1744, 3.4574], [-0.0559, 3.2241, -4.5337], [1.3375, 5.3341, -1.7538], [-0.6487, 6.0242, 1.9836], [1.1194, 6.1911, 1.9177], [-1.2293, 3.4208, -3.5812], [-3.2870, 5.7075, 0.4102], [1.5620, 4.2140, -0.3980], [-2.9151, 2.1945, 1.6224], [3.4488, -3.2893, -3.4037], [3.4961, -3.9491, -4.2615], [-1.1922, -4.2005, -0.1628], [-3.1378, 2.5076, -3.1570], [-0.5303, 1.7151, 3.4669], [5.4634, 1.1651, 1.2142], [4.9584, -1.3178, 3.7943], [6.6514, -2.5645, 4.2269], [6.2942, 3.3697, 0.4981], [-4.5647, 5.3611, -0.7613], [-5.8126, 2.9249, 0.6614], [-0.4447, 2.6101, 0.2626], [-1.9132, 1.3909, -3.7837], [5.0065, 1.6624, 0.3674], [6.1850, -2.5411, 2.1330], [-0.9240, -2.1406, 1.3662], [-2.7150, 2.5385, -4.8816], [-1.6854, 2.9386, 5.1385], [-1.7692, 4.8453, -3.6790], [5.4743, 2.9061, -0.0362], [0.2624, 5.6484, 1.5117], [0.7280, 3.9534, -4.3172], [1.3664, 4.2375, 4.4837], [3.1559, -0.4966, 0.2280], [-2.8537, 3.3621, -0.7808], [-2.3921, 1.1731, 4.0840], [-2.3791, 3.8605, 1.8696], [0.5784, 0.0131, -1.3322], [4.8943, 3.5546, -1.1168], [-4.7549, 1.7054, -0.0760], [-2.2330, -0.3557, -0.8348], [0.8340, 7.8874, -0.0146], [0.4916, 0.7755, 0.6535], [-3.2406, 3.2364, 1.6186], [2.5287, 1.2624, -1.9177]],
  "mulliken_charge": [-0.247, -1.376, -1.798, 0.388, -0.286, -0.466, -0.373, 0.647, 0.382, 0.377, 0.376, 0.368, -0.536, 0.364, 0.356, -1.674, -4.599, 0.264, -0.057, -0.708, 0.405, 0.406, 0.751, 0.467, -0.303, 1.789, 0.424, -0.406, 0.197, -0.460, 0.174, -0.021, -0.642, 0.372, 0.081, -2.090, 0.438, -0.171, -0.276, -0.342, -0.047, -0.463, 0.428, -1.367, -0.116, 0.242, 2.180, 0.086, 0.359, 0.275, 0.536, 0.272, 0.395, -0.474, -1.717, 0.252, 0.365, 0.537, 1.856, 0.107, -0.117, 0.022, -0.500, 0.377, -0.430, 0.089, 0.285, 0.382, -0.686, 0.360, 0.393, 0.368, 0.415, 6.149, 0.180, -0.552, -0.732, -0.294, 0.485, -0.773, -1.408, -0.725, -1.487, 0.326, 0.449, 1.135, 0.345, 0.499, 0.012, -0.551, -0.496, 0.244, -0.061, 0.390, -0.235, -1.244, 0.487],
  "energy_ha": -4082.5391,
  "de_lowest_kcal_mol": 22.0,
  "molar_mass_g_mol": 1283.19,
  "gap_ha": 0.216,
  "charge": -1
}

Record 3
{
  "formula": "C35H47As3GdI2N4S2",
  "method": "ωB97M-V/def2-TZVPD",
  "species": ["H", "H", "As", "H", "H", "H", "C", "H", "H", "H", "H", "H", "C", "H", "C", "C", "H", "H", "H", "N", "H", "C", "As", "As", "C", "C", "C", "H", "C", "C", "H", "H", "C", "H", "C", "C", "C", "H", "H", "H", "C", "C", "H", "H", "I", "H", "C", "N", "N", "H", "H", "C", "C", "C", "C", "C", "C", "C", "C", "H", "C", "I", "N", "H", "H", "H", "S", "C", "C", "S", "Gd", "H", "H", "C", "H", "H", "H", "C", "H", "C", "H", "H", "H", "H", "H", "H", "H", "H", "C", "H", "C", "C", "H", "C"],
  "positions_angstrom": [[-19.7945, -2.5061, -5.1853], [-15.1291, -8.9396, -6.3016], [-16.6938, -9.1931, -8.2229], [-16.7847, -11.6207, -8.8738], [-16.5583, -4.5958, -13.8192], [-12.9368, -3.0325, -5.6091], [-15.5593, -2.2941, -5.9613], [-14.0755, -4.4436, -13.7623], [-15.3153, -10.6817, -6.5694], [-19.2452, -1.5336, -6.6155], [-20.0340, 0.7821, -13.2309], [-18.2778, -6.1919, -5.3430], [-14.0617, -3.9139, -11.6208], [-20.6066, -10.7280, -9.5864], [-17.7745, -1.8785, -5.1785], [-15.8402, -9.7233, -6.4835], [-20.9999, -10.9773, -7.9239], [-17.9290, -13.3431, -8.3179], [-21.6286, -13.0163, -9.2547], [-16.8846, -2.1669, -6.1863], [-18.7251, -10.4874, -6.2639], [-20.6618, -2.2011, -11.6999], [-20.2034, -8.6357, -8.1076], [-19.4011, -13.6284, -10.4356], [-13.0128, -3.7686, -8.9361], [-19.2837, 0.2185, -11.2760], [-14.8307, -3.7418, -10.4909], [-14.2358, -8.9153, -8.8938], [-13.2818, -3.0097, -6.6556], [-15.0427, -9.5499, -9.2458], [-14.0756, -2.3700, -4.3946], [-11.3696, -3.6233, -7.4560], [-18.9098, -11.4073, -8.2936], [-18.8125, 1.1846, -11.0158], [-20.0731, 0.0595, -12.4157], [-19.1910, -0.8103, -10.2892], [-14.3271, -3.4144, -9.1946], [-12.3756, -4.1410, -9.7364], [-17.8865, -11.9995, -11.8124], [-21.8443, -14.3760, -10.2991], [-20.1816, -10.6125, -8.5563], [-17.5907, -10.8776, -8.9643], [-21.2324, -3.0906, -11.9759], [-21.9119, -7.0144, -9.0583], [-21.8988, -4.2808, -7.5713], [-17.7613, -11.9445, -6.5145], [-18.0687, -5.1476, -11.5383], [-16.1941, -3.9421, -10.5366], [-17.9915, -5.6553, -6.1554], [-15.3092, -9.3639, -10.2784], [-17.7415, -10.5443, -9.9901], [-14.6697, -4.2199, -12.8686], [-19.1991, -1.6605, -5.5604], [-18.9761, -12.0827, -11.7149], [-15.9987, -2.1248, -3.5345], [-21.2252, -8.5485, -6.3756], [-12.4599, -3.5319, -7.6755], [-17.3218, -1.9660, -3.8485], [-17.6957, -5.1665, -7.1692], [-19.5738, -12.1245, -6.2956], [-18.8882, -12.9259, -8.6456], [-23.6611, -4.1665, -5.1103], [-15.1697, -3.0018, -8.2033], [-19.6518, -13.3993, -8.0515], [-12.9839, -3.9774, -11.4849], [-21.8088, -12.7922, -11.0271], [-20.0001, -3.4587, -9.4222], [-15.0962, -2.1957, -4.6067], [-21.3748, -13.4053, -10.2558], [-18.1662, -0.6580, -8.8984], [-17.5169, -3.1835, -8.5514], [-22.7210, -8.7158, -8.8599], [-15.6417, -2.1460, -2.4849], [-21.8309, -8.1305, -9.2229], [-19.5513, -0.7323, -5.0169], [-14.8430, -10.6597, -9.0989], [-16.5639, -9.7387, -5.6951], [-19.9122, -2.0680, -10.5193], [-18.0586, -1.7930, -3.0439], [-18.7399, -11.5120, -6.6915], [-18.4393, -5.1976, -10.4802], [-19.4734, -12.3898, -12.6701], [-17.9730, -6.1821, -11.9725], [-18.8399, -4.5677, -12.1187], [-21.8927, -9.4173, -6.1506], [-19.3836, -11.1376, -11.3799], [-20.5190, -8.6214, -5.5326], [-21.2568, -1.3122, -13.5482], [-16.6923, -4.4616, -11.6392], [-21.5763, -8.3955, -10.2068], [-14.6229, -2.7216, -6.9647], [-16.0298, -4.4317, -12.8850], [-21.7084, -7.6038, -6.3721], [-20.6824, -1.1534, -12.6410]],
  "mulliken_charge": [0.246, 0.459, 0.654, 0.546, 0.451, 0.229, 0.722, 0.410, 0.324, 0.055, 0.368, 0.261, -0.783, 0.300, 0.487, -1.321, 0.486, 0.537, 0.215, 0.282, 0.088, -0.796, 0.586, 0.292, -0.743, -0.564, 0.603, 0.409, -0.659, -1.219, 0.352, 0.358, 2.000, 0.401, -0.676, 1.096, 0.804, 0.242, 0.287, 0.423, -1.425, -1.455, 0.455, 0.120, -0.057, 0.398, -0.793, 0.117, -0.028, 0.327, 0.220, -0.581, -0.892, -1.041, -0.615, -1.179, -0.990, -0.725, 0.284, 0.523, -1.941, -0.133, -0.007, 0.587, 0.310, 0.317, -0.186, -0.884, -1.028, -0.241, 0.091, 0.325, 0.411, -1.012, 0.380, 0.333, 0.395, 0.380, 0.396, -1.580, -0.084, 0.385, 0.436, 0.195, 0.354, 0.245, 0.334, 0.390, 0.793, 0.406, 0.677, -0.824, 0.372, -0.467],
  "multiplicity": 8,
  "energy_ha": -10445.1414,
  "s_squared": 16.14,
  "molar_mass_g_mol": 1223.75,
  "gap_ha": [0.173, 0.142],
  "charge": 1
}